Below is a cluster of 3 separate species, C4H11NO2 in total at a distorted geometry, with properties calculated with the ωB97M-V functional and the def2-TZVPD basis.

The energy above the lowest of the compared OMol25 structures with the same formula, charge and spin is 459.7 kJ/mol. The value obtained for the LUMO energy (spin up / spin down) is 0.0 / 0.0 eV.

Structure (XYZ):
```
18
Properties=species:S:1:pos:R:3:forces:R:3:nbo_charge:R:1
C 1.368951 0.787172 0.032425 -0.17 0.06 1.32 -0.252
C 0.243303 0.635483 1.795461 0.49 -0.35 -1.09 0.095
O 0.931501 2.029662 -0.435119 -0.18 0.06 -0.27 -0.761
O -0.767514 1.400725 1.672873 -0.57 0.25 -0.46 -0.782
H -1.709686 0.623481 0.551703 0.40 -0.51 -0.65 0.468
H 0.177326 2.305048 0.123232 0.14 -0.10 0.22 0.481
H 1.653009 0.141383 -0.797154 -0.22 -0.13 -0.13 0.143
H 2.264848 0.861913 0.656089 0.07 0.13 -0.12 0.159
H 0.077904 -0.451841 1.838598 0.12 -0.05 0.15 0.107
H 1.085495 1.000409 2.396166 -0.09 -0.13 -0.08 0.151
C -0.211809 -1.751657 -1.345732 0.03 -0.04 0.04 -0.702
C -0.665056 -0.405150 -0.899462 -1.05 -0.07 0.20 0.276
N -1.707859 -0.266264 -0.107810 0.71 0.78 0.71 -0.717
H -2.023949 -1.080737 0.403235 0.13 -0.20 -0.11 0.381
H -0.397346 0.474475 -1.470016 0.24 0.11 0.21 0.230
H -0.904563 -2.139786 -2.100380 0.00 0.08 0.04 0.247
H -0.190000 -2.458855 -0.514368 -0.02 0.06 -0.02 0.231
H 0.775445 -1.705461 -1.799740 -0.02 0.04 0.04 0.245
```
Forces are in eV/Å.



Below is a cluster of 2 separate species, C6H7NO in total at a distorted geometry, with properties calculated with the ωB97M-V functional and the def2-TZVPD basis.

As for the SMILES: CC(=C=O)C#N.C=C. The energy above the lowest of the compared OMol25 structures with the same formula, charge and spin is 273.1 kJ/mol. The value obtained for the LUMO energy is 0.2 eV.

Structure (XYZ):
```
15
Properties=species:S:1:pos:R:3:forces:R:3:nbo_charge:R:1
C 1.529514 -0.731159 -1.767365 -2.42 -1.27 -0.20 -0.601
C 1.954483 -0.183589 -0.424034 1.67 -2.89 -0.78 -0.470
C 1.794876 1.010870 0.033685 0.60 1.01 0.04 0.805
O 1.719481 2.071608 0.449110 0.10 1.09 0.24 -0.401
C 2.775088 -1.111989 0.330880 -2.40 3.10 -1.58 0.288
N 3.230599 -1.966686 0.902911 1.79 -2.53 1.73 -0.319
H 1.414015 -1.863300 -1.724386 0.67 1.36 0.19 0.244
H 2.206793 -0.479663 -2.578847 -0.14 0.12 -0.04 0.231
H 0.445706 -0.474256 -1.986030 1.38 0.33 -0.05 0.230
C -0.480718 1.166254 1.708347 -0.27 -2.32 -2.43 -0.361
C -0.755078 0.403947 0.628241 -0.78 0.90 1.28 -0.429
H -0.675986 2.176801 1.787018 -1.15 1.83 0.15 0.194
H 0.171426 0.799113 2.424624 1.26 -0.71 1.39 0.182
H -1.508936 0.791773 -0.073932 0.67 -0.44 -0.09 0.202
H -0.250675 -0.563787 0.488517 -0.97 0.40 0.17 0.206
```
Forces are in eV/Å.